Entry 1:
Density functional theory data (the ωB97M-V functional and the def2-TZVPD basis) for a structure of composition C48H50AsBr3CdN7Se.

ORCA input file:
```
! wB97M-V def2-TZVPD RIJCOSX def2/J DEFGRID3
* xyz -1 1
Cd -0.58 -0.85 1.04
Br 3.04 -1.30 8.13
C 2.31 -0.38 6.64
C 1.01 0.06 6.68
C 0.53 0.72 5.55
N 1.25 0.94 4.45
C 2.52 0.52 4.45
C 3.10 -0.15 5.53
C 3.35 0.84 3.25
C 4.59 1.43 3.45
C 5.34 1.75 2.33
Br 7.05 2.55 2.55
C 4.86 1.49 1.07
C 3.61 0.89 0.99
N 2.86 0.56 2.04
H 0.38 -0.10 7.54
H -0.49 1.08 5.53
H 4.12 -0.50 5.48
H 4.95 1.66 4.44
H 5.42 1.73 0.18
H 3.19 0.67 0.01
Br -1.62 -3.70 7.22
C -1.21 -2.89 5.54
C -1.92 -1.77 5.13
C -1.61 -1.20 3.91
C -0.63 -1.71 3.05
C 0.04 -2.84 3.51
C -0.22 -3.43 4.74
H -2.71 -1.36 5.76
H -2.18 -0.32 3.61
H 0.82 -3.29 2.90
H 0.34 -4.30 5.08
C -6.10 -2.76 1.16
C -4.82 -3.21 1.82
N -3.79 -2.19 1.67
C -4.00 -0.88 1.35
N -2.98 -0.08 1.13
C -3.28 1.33 0.92
C -4.55 1.53 0.12
C -5.68 0.88 0.88
N -5.31 -0.46 1.32
C -6.40 -1.36 1.66
H -6.92 -3.44 1.40
H -5.96 -2.72 0.08
H -4.45 -4.13 1.37
H -5.00 -3.40 2.88
H -2.89 -2.51 1.39
H -2.43 1.79 0.42
H -3.40 1.83 1.90
H -4.44 1.04 -0.85
H -4.76 2.59 -0.03
H -6.56 0.79 0.24
H -5.96 1.49 1.75
H -7.31 -0.99 1.19
H -6.57 -1.38 2.74
Se -4.02 -2.25 -2.26
C -2.53 -2.34 -1.29
N -1.54 -2.38 -0.66
C 6.87 -0.66 -2.54
C 5.36 -0.65 -2.55
C 4.61 -1.58 -1.84
C 3.22 -1.55 -1.82
C 2.53 -2.60 -0.97
C 2.51 -0.56 -2.55
As 0.52 -0.74 -2.18
N 0.35 0.22 -0.62
C 0.65 1.55 -0.42
C 0.42 2.18 0.83
C 0.74 3.50 1.06
C 1.30 4.29 0.07
C 1.52 3.71 -1.18
C 1.20 2.38 -1.41
C -0.42 0.21 -3.65
C -1.47 1.13 -3.50
C -2.04 1.54 -2.15
C -2.08 1.67 -4.63
C -1.73 1.29 -5.91
C -2.38 1.90 -7.13
C -0.78 0.28 -6.05
C -0.15 -0.27 -4.95
C 0.84 -1.40 -5.17
C 3.26 0.35 -3.32
C 2.69 1.39 -4.26
C 4.66 0.29 -3.29
H 7.24 -1.25 -1.70
H 7.27 0.35 -2.46
H 7.26 -1.10 -3.46
H 5.13 -2.34 -1.27
H 3.26 -3.32 -0.61
H 1.76 -3.12 -1.52
H 2.06 -2.14 -0.10
H 0.00 1.60 1.65
H 0.56 3.92 2.05
H 1.56 5.33 0.25
H 1.94 4.31 -1.98
H 1.36 1.96 -2.39
H -1.98 0.72 -1.44
H -3.09 1.81 -2.27
H -1.51 2.40 -1.73
H -2.87 2.41 -4.49
H -3.11 2.66 -6.84
H -2.89 1.15 -7.73
H -1.63 2.38 -7.77
H -0.54 -0.10 -7.04
H 0.87 -1.68 -6.22
H 0.55 -2.28 -4.59
H 1.85 -1.13 -4.85
H 1.61 1.39 -4.29
H 3.06 1.22 -5.27
H 3.03 2.39 -3.96
H 5.22 1.02 -3.88
*
```

Values from the calculation:
E_LUMO ... 2.09 eV
HOMO-LUMO gap ... 6.732 eV
Maximum force ... 0.015 hartree/bohr
HOMO level ... -4.64 eV
Total energy ... -401898.5462 eV



Entry 2:
Density functional theory data (the ωB97M-V functional and the def2-TZVPD basis) for a cluster of 2 separate species, C48H50BF6N3O2S in total in a non-equilibrium geometry.

ORCA input file:
```
! wB97M-V def2-TZVPD RIJCOSX def2/J DEFGRID3
* xyz 0 1
C 5.43 8.38 -1.10
C 4.80 7.15 -1.62
C 4.60 6.83 -2.92
C 3.96 5.57 -3.10
C 3.66 4.94 -1.95
B 2.94 3.52 -1.81
C 1.35 3.74 -1.79
C 0.65 3.60 -0.61
C -0.71 3.79 -0.58
C -1.41 4.14 -1.74
N -2.82 4.32 -1.72
C -3.50 5.22 -2.65
C -3.69 3.64 -0.76
C -0.68 4.29 -2.92
C 0.68 4.09 -2.94
O 3.31 2.64 -2.98
C 4.20 1.67 -2.42
C 4.11 0.35 -3.20
C 5.62 2.23 -2.48
C 3.72 1.53 -0.90
C 2.45 0.67 -0.81
C 4.80 0.98 0.04
O 3.37 2.87 -0.53
S 4.17 5.88 -0.60
H 5.74 9.04 -1.91
H 4.73 8.94 -0.47
H 6.31 8.14 -0.50
H 4.91 7.47 -3.73
H 3.74 5.15 -4.07
H 1.19 3.35 0.29
H -1.24 3.71 0.35
H -2.79 5.77 -3.26
H -4.18 4.66 -3.29
H -4.08 5.95 -2.08
H -3.14 2.92 -0.16
H -4.15 4.38 -0.10
H -4.47 3.11 -1.29
H -1.19 4.54 -3.83
H 1.24 4.20 -3.86
H 4.74 -0.41 -2.75
H 3.09 -0.01 -3.24
H 4.44 0.51 -4.23
H 6.35 1.52 -2.08
H 5.89 2.47 -3.51
H 5.68 3.15 -1.89
H 2.65 -0.37 -1.06
H 2.05 0.72 0.20
H 1.70 1.06 -1.50
H 5.11 -0.02 -0.26
H 5.67 1.63 0.05
H 4.42 0.93 1.06
F 2.89 -2.01 6.88
C 3.05 -2.49 5.63
F 2.79 -1.55 4.72
F 4.30 -2.98 5.47
C 2.06 -3.65 5.45
N 2.18 -4.25 4.12
C 2.77 -5.57 4.07
C 1.97 -6.68 4.36
C 2.50 -7.94 4.35
C 3.84 -8.12 4.05
C 4.64 -7.04 3.77
C 4.12 -5.76 3.79
C 1.55 -3.68 2.98
C 2.05 -3.94 1.70
C 1.42 -3.45 0.58
C 0.22 -2.72 0.69
C -0.42 -2.20 -0.48
C -1.81 -1.89 -0.59
C -2.27 -0.89 -1.47
C -3.61 -0.60 -1.57
C -4.57 -1.35 -0.87
N -5.95 -1.10 -0.99
C -6.46 0.23 -1.32
C -6.43 1.16 -0.10
F -6.83 2.38 -0.51
F -7.28 0.67 0.83
F -5.18 1.21 0.38
C -6.94 -2.10 -0.64
C -7.37 -2.28 0.67
C -8.30 -3.25 0.97
C -8.84 -4.02 -0.03
C -8.45 -3.83 -1.34
C -7.51 -2.87 -1.65
C -4.11 -2.39 -0.05
C -2.78 -2.64 0.10
C -0.27 -2.46 1.99
C 0.40 -2.89 3.09
H 2.27 -4.41 6.19
H 1.05 -3.30 5.62
H 0.94 -6.51 4.61
H 1.88 -8.79 4.58
H 4.25 -9.12 4.03
H 5.68 -7.18 3.55
H 4.74 -4.90 3.62
H 2.95 -4.52 1.60
H 1.82 -3.66 -0.39
H 0.21 -1.98 -1.32
H -1.56 -0.33 -2.05
H -3.93 0.19 -2.22
H -5.88 0.67 -2.13
H -7.49 0.13 -1.67
H -6.98 -1.63 1.44
H -8.62 -3.39 1.99
H -9.57 -4.78 0.20
H -8.89 -4.42 -2.13
H -7.21 -2.70 -2.67
H -4.84 -2.99 0.46
H -2.46 -3.48 0.70
H -1.16 -1.87 2.10
H 0.03 -2.63 4.07
*
```

Values from the calculation:
E_LUMO ... -3.13 eV
HOMO-LUMO gap ... 2.580 eV
Maximum force ... 0.038 hartree/bohr
HOMO level ... -5.71 eV
Total energy ... -86969.2016 eV



Entry 3:
Density functional theory data (the ωB97M-V functional and the def2-TZVPD basis) for a cluster of 10 separate species, C48H50F6N8O4 in total in a non-equilibrium geometry.

ORCA input file:
```
! wB97M-V def2-TZVPD RIJCOSX def2/J DEFGRID3
* xyz 0 1
C -1.77 -3.89 -5.18
C -0.64 -4.19 -4.20
O -1.17 -4.84 -3.03
C -1.52 -3.93 -2.19
O -1.53 -2.71 -2.26
C -1.92 -4.45 -0.79
F -3.26 -4.81 -0.66
F -1.13 -5.54 -0.67
F -1.70 -3.53 0.15
H -2.17 -2.89 -4.86
H -2.57 -4.66 -5.18
H -1.42 -3.83 -6.25
H 0.01 -3.37 -3.93
H -0.03 -5.04 -4.71
C -2.38 7.29 2.63
C -3.46 6.63 3.44
O -3.10 5.22 3.71
C -3.87 4.30 3.18
O -4.59 4.43 2.21
C -3.81 2.95 3.96
F -2.77 2.19 3.47
F -3.55 3.10 5.25
F -4.96 2.32 3.77
H -2.83 8.26 2.39
H -2.31 6.80 1.69
H -1.43 7.43 3.13
H -4.46 6.68 2.93
H -3.61 7.04 4.49
C 2.25 4.39 2.04
C 2.58 3.03 2.03
C 3.56 2.67 1.13
N 4.34 3.62 0.46
C 3.94 4.87 0.52
C 2.83 5.35 1.28
H 1.49 4.79 2.67
H 1.99 2.47 2.73
H 3.88 1.63 1.12
H 4.46 5.57 -0.11
H 2.59 6.36 1.27
C 4.57 -4.96 -1.78
C 3.50 -5.76 -2.03
C 2.23 -5.21 -2.25
N 1.98 -3.89 -2.19
C 3.12 -3.14 -2.11
C 4.40 -3.62 -1.96
H 5.54 -5.44 -1.63
H 3.47 -6.88 -1.93
H 1.41 -5.94 -2.30
H 2.96 -2.11 -2.00
H 5.26 -2.93 -1.82
C 1.58 -4.50 3.66
C 1.00 -5.74 3.36
C 1.17 -6.28 2.08
N 2.07 -5.80 1.20
C 2.68 -4.68 1.51
C 2.49 -4.03 2.69
H 1.34 -3.94 4.57
H 0.42 -6.22 4.14
H 0.76 -7.21 1.83
H 3.41 -4.39 0.72
H 3.04 -3.11 2.87
C -3.32 -2.01 2.62
C -2.24 -1.17 2.82
C -1.25 -1.52 3.68
N -1.23 -2.73 4.23
C -2.11 -3.63 3.86
C -3.18 -3.31 3.06
H -4.18 -1.65 2.02
H -2.33 -0.17 2.49
H -0.53 -0.76 4.02
H -1.93 -4.55 4.30
H -3.89 -4.07 2.83
C -6.31 0.80 -1.04
C -6.48 2.13 -0.75
C -5.45 2.78 0.00
N -4.37 2.21 0.41
C -4.18 0.95 0.11
C -5.11 0.24 -0.60
H -7.08 0.15 -1.38
H -7.40 2.75 -0.88
H -5.61 3.83 0.27
H -3.35 0.41 0.47
H -4.87 -0.78 -0.94
C 1.02 3.59 -3.65
C -0.02 3.77 -2.67
C 0.07 4.76 -1.73
N 1.13 5.47 -1.58
C 2.15 5.39 -2.44
C 2.07 4.50 -3.50
H 1.05 2.99 -4.55
H -0.78 3.10 -2.72
H -0.75 4.88 -1.07
H 3.11 5.88 -2.28
H 2.92 4.48 -4.16
C 3.53 1.64 -2.08
C 3.07 0.77 -3.04
C 3.90 -0.03 -3.76
N 5.24 -0.18 -3.49
C 5.65 0.50 -2.46
C 4.86 1.50 -1.81
H 2.88 2.27 -1.45
H 2.00 0.72 -3.31
H 3.51 -0.63 -4.60
H 6.71 0.49 -2.18
H 5.22 2.03 -0.94
C 0.22 -0.77 -0.74
C -0.41 0.39 -0.44
C -0.26 0.88 0.86
N 0.45 0.30 1.83
C 1.07 -0.86 1.49
C 1.01 -1.40 0.21
H 0.21 -1.12 -1.75
H -1.08 0.84 -1.26
H -0.78 1.79 1.08
H 1.61 -1.34 2.25
H 1.43 -2.45 0.08
*
```

Values from the calculation:
E_LUMO ... 0.55 eV
HOMO-LUMO gap ... 9.714 eV
Structure (SMILES) ... CCOC(=O)C(F)(F)F.CCOC(=O)C(F)(F)F.c1ccncc1.c1ccncc1.c1ccncc1.c1ccncc1.c1ccncc1.c1ccncc1.c1ccncc1.c1ccncc1
Maximum force ... 0.086 hartree/bohr
HOMO level ... -9.16 eV
Total energy ... -86998.7137 eV



Entry 4:
Density functional theory data (the ωB97M-V functional and the def2-TZVPD basis) for a structure of composition C48H51CrN6O4P2S2 in a non-equilibrium geometry.

ORCA input file:
```
! wB97M-V def2-TZVPD RIJCOSX def2/J DEFGRID3
* xyz 2 4
Cr 0.10 -0.67 0.24
O -1.72 -0.45 -0.84
C -1.71 -1.22 -2.03
C -0.93 -2.49 -1.84
C -1.16 -3.61 -2.61
C -0.34 -4.71 -2.47
C 0.70 -4.64 -1.56
C 0.84 -3.51 -0.79
N 0.03 -2.44 -0.90
H -2.41 -0.89 -0.25
H -1.22 -0.62 -2.80
H -2.73 -1.44 -2.36
H -1.98 -3.62 -3.32
H -0.49 -5.60 -3.07
H 1.40 -5.46 -1.44
H 1.63 -3.45 -0.06
C 8.22 2.82 -0.25
S 6.64 3.40 -0.90
C 5.53 2.22 -0.07
C 4.10 2.71 -0.22
C 3.03 1.83 0.44
N 3.01 0.36 0.05
P 2.33 -0.62 1.40
C 3.34 0.01 2.82
C 4.70 0.18 2.55
C 5.59 0.49 3.55
C 5.15 0.63 4.86
C 3.80 0.45 5.14
C 2.90 0.14 4.13
C 3.08 -2.29 1.48
C 4.38 -2.67 1.14
C 4.82 -3.96 1.38
C 4.00 -4.87 2.03
C 2.73 -4.49 2.42
C 2.27 -3.22 2.13
P 1.87 0.09 -1.26
C 2.51 -1.27 -2.28
C 3.67 -1.98 -2.01
C 4.06 -3.02 -2.84
C 3.30 -3.36 -3.94
C 2.15 -2.63 -4.24
C 1.75 -1.60 -3.41
C 2.22 1.46 -2.41
C 3.42 1.44 -3.11
C 3.76 2.49 -3.95
C 2.88 3.56 -4.09
C 1.68 3.57 -3.41
C 1.34 2.53 -2.56
H 8.98 3.47 -0.66
H 8.41 1.79 -0.56
H 8.23 2.89 0.84
H 5.82 2.17 0.98
H 5.66 1.24 -0.55
H 3.89 2.86 -1.27
H 4.01 3.69 0.27
H 2.06 2.29 0.23
H 3.18 1.88 1.51
H 5.05 0.10 1.53
H 6.64 0.61 3.32
H 5.84 0.87 5.65
H 3.45 0.54 6.16
H 1.86 0.00 4.38
H 5.07 -1.96 0.70
H 5.83 -4.23 1.09
H 4.36 -5.87 2.23
H 2.10 -5.19 2.96
H 1.26 -2.93 2.42
H 4.28 -1.68 -1.18
H 4.97 -3.57 -2.62
H 3.59 -4.19 -4.58
H 1.58 -2.87 -5.13
H 0.87 -1.02 -3.65
H 4.10 0.60 -3.00
H 4.69 2.47 -4.48
H 3.15 4.38 -4.74
H 1.00 4.40 -3.55
H 0.40 2.54 -2.02
C -0.10 3.08 2.51
C -0.71 1.92 1.77
N -2.02 1.76 1.84
O 0.03 1.16 1.12
H -0.81 3.58 3.16
H 0.28 3.78 1.77
H 0.75 2.71 3.09
H -2.60 2.42 2.34
H -2.48 1.09 1.24
O 0.29 -0.87 3.45
C -0.77 -1.30 3.06
N -1.15 -1.39 1.72
C -2.48 -1.74 1.68
O -3.16 -1.71 0.65
C -2.96 -2.06 3.04
C -4.18 -2.49 3.51
C -4.31 -2.65 4.89
C -3.25 -2.38 5.75
C -2.02 -1.94 5.26
C -1.90 -1.77 3.90
H -4.99 -2.71 2.83
H -5.26 -2.98 5.29
H -3.38 -2.52 6.82
H -1.19 -1.75 5.93
C -2.28 5.37 -2.91
N -2.83 4.19 -3.54
C -3.52 4.14 -4.74
C -3.92 2.87 -4.93
N -3.46 2.15 -3.84
C -2.79 2.96 -2.98
S -2.08 2.53 -1.52
H -2.52 6.24 -3.51
H -1.20 5.28 -2.81
H -2.70 5.48 -1.91
H -3.66 5.01 -5.35
H -4.50 2.43 -5.72
H -3.62 1.17 -3.67
*
```

Values from the calculation:
E_LUMO (alpha / beta) ... -5.69 / -5.35 eV
HOMO-LUMO gap (alpha / beta) ... 6.184 / 6.528 eV
Maximum force ... 0.035 hartree/bohr
HOMO level (alpha / beta) ... -11.88 / -11.88 eV
Total energy ... -136396.1067 eV